{
  "formula": "C4H6N2",
  "method": "wB97M-V/def2-TZVPD",
  "symbols": ["N", "C", "C", "N", "C", "C", "H", "H", "H", "H", "H", "H"],
  "positions_angstrom": [[2.54184, -0.25701, -1.08900], [1.46767, -0.18940, -0.66046], [0.21800, 0.10180, 0.03148], [0.38996, 1.18096, 0.97862], [-1.08672, -0.04271, -0.72560], [-0.73877, -1.03466, 0.33330], [1.14634, 0.93822, 1.61824], [0.72631, 2.00205, 0.47642], [-1.04532, -0.36038, -1.76380], [-1.86837, 0.67405, -0.49357], [-1.28990, -0.97320, 1.26659], [-0.46103, -2.03972, 0.02777]],
  "forces_ev_per_a": [[-1.0459, -0.1221, 0.2485], [0.8968, -0.0800, -0.3798], [0.0376, -0.0971, -0.1104], [0.0043, 0.0043, -0.0090], [-0.0413, 0.1164, -0.1402], [0.0490, -0.1271, 0.1263], [-0.2792, -0.0042, -0.0077], [-0.2220, -0.0862, 0.1013], [0.0828, 0.1011, 0.1979], [0.2440, -0.0084, -0.0037], [0.2195, 0.0730, -0.0877], [0.0545, 0.2303, 0.0646]],
  "total_energy_ev": -7224.25543,
  "de_lowest_kcal_mol": 30.8,
  "smiles": "N#CC1(N)CC1"
}